Entry 1:
100
Properties=species:S:1:pos:R:3 method="wB97M-V/def2-TZVPD" gap_ha=0.3368 smiles="COC[C@H](C)N.COC[C@H](C)N.COC[C@H](C)N.COC[C@H](C)N.NC(N)=O.NC(N)=O.NC(N)=O.NC(N)=O" energy_ha=-2057.08506 homo_ev=-8.9
C 32.19682 -1.13250 -16.18905
O 33.26209 -1.66650 -16.94282
C 32.92231 -1.88072 -18.29287
C 34.16492 -1.97986 -19.15313
C 34.61871 -0.65966 -19.73240
N 34.14551 -3.03124 -20.19704
H 31.23426 -1.45766 -16.60317
H 32.14638 -0.04400 -16.35033
H 32.35255 -1.33376 -15.13566
H 32.29413 -2.78329 -18.32791
H 32.28623 -1.08131 -18.70493
H 34.93266 -2.29410 -18.42725
H 34.80746 0.04932 -18.91916
H 33.95572 -0.10190 -20.39755
H 35.56089 -0.81091 -20.26432
H 34.08000 -3.94867 -19.76164
H 35.09793 -3.04574 -20.55449
C 30.20086 4.24524 -13.15335
O 30.24798 5.57709 -13.65928
C 29.90723 6.57937 -12.69605
C 30.35111 7.92685 -13.26034
C 31.84979 8.03978 -13.39954
N 29.86166 9.01206 -12.38051
H 29.93270 3.57475 -13.96735
H 29.44437 4.13378 -12.37263
H 31.22146 4.02117 -12.84436
H 28.82109 6.52916 -12.55043
H 30.40919 6.30552 -11.75867
H 29.81458 8.03775 -14.20325
H 32.20859 8.93966 -13.88866
H 32.22426 7.20320 -14.00370
H 32.34254 7.82992 -12.44535
H 28.87231 8.85905 -12.22243
H 30.32713 9.05113 -11.48361
C 30.05499 1.15862 -20.95327
O 30.57842 2.43966 -21.20503
C 29.65600 3.22197 -21.91620
C 30.20848 4.63699 -22.10977
C 29.12899 5.42438 -22.93905
N 31.46323 4.56108 -22.86432
H 30.11368 0.53372 -21.84974
H 29.07068 1.20006 -20.47078
H 30.62616 0.61222 -20.19367
H 29.42802 2.81860 -22.91163
H 28.71549 3.35992 -21.36611
H 30.35988 5.05297 -21.11502
H 29.61465 6.01388 -23.71016
H 28.61300 6.13452 -22.28549
H 28.38700 4.74901 -23.36347
H 31.35319 3.93983 -23.65835
H 31.70009 5.46184 -23.26007
C 27.19723 5.76250 -14.88202
O 26.55152 5.42470 -16.08344
C 25.14372 5.57385 -16.02253
C 24.42680 4.24730 -15.75464
C 24.49701 3.27827 -16.92757
N 23.01334 4.47071 -15.43907
H 27.03925 6.78144 -14.50232
H 28.27174 5.59225 -14.91527
H 26.77820 5.15241 -14.06386
H 24.80433 6.34622 -15.32150
H 24.84777 5.98147 -16.99685
H 24.86441 3.79180 -14.86207
H 25.51325 2.98841 -17.19727
H 23.98567 3.59341 -17.83753
H 24.00747 2.36028 -16.59118
H 22.84817 5.25466 -14.81760
H 22.48445 4.69442 -16.27615
N 30.36899 -0.73940 -12.21578
C 30.21899 0.01983 -13.35156
N 29.47295 -0.56597 -14.34324
O 30.65426 1.15685 -13.47141
H 30.20951 -1.71934 -12.36424
H 30.98188 -0.38256 -11.50719
H 29.24813 0.08378 -15.08146
H 29.00406 -1.43466 -14.17746
N 34.17587 2.67248 -16.29669
C 33.03613 2.69110 -15.52753
N 33.21777 2.54126 -14.19067
O 31.91278 2.71763 -16.01500
H 34.07392 2.94233 -17.26348
H 35.00181 3.11258 -15.91605
H 32.36274 2.27034 -13.71932
H 34.12747 2.42216 -13.78968
N 24.68718 -0.18154 -18.69697
C 24.70712 0.33351 -19.96600
N 25.84256 1.02645 -20.25366
O 23.79628 0.14353 -20.76483
H 23.98745 -0.76962 -18.29514
H 25.47920 0.06141 -18.12143
H 26.37226 1.33317 -19.44689
H 26.02314 1.39000 -21.16685
N 28.40200 3.03302 -16.53199
C 28.53811 1.94656 -17.35559
N 29.69956 1.27261 -17.09103
O 27.62175 1.51318 -18.04506
H 27.55616 3.57742 -16.47718
H 29.17624 3.33389 -15.96451
H 30.47297 1.63538 -16.55960
H 29.73148 0.41683 -17.62092

***

Entry 2:
90
Properties=species:S:1:pos:R:3 method="wB97M-V/def2-TZVPD" gap_ha=0.3509 smiles=CCO.CCO.CCO.CCO.CCO.CCO.CCO.CCO.CCO.CCO energy_ha=-1550.25901 homo_ev=-9.3
C -8.93759 20.70311 -7.56246
C -8.43543 21.60489 -8.67044
O -7.47893 20.92332 -9.45762
H -9.34822 19.79489 -7.99490
H -9.65392 21.24778 -6.94401
H -8.11015 20.52968 -6.87236
H -7.99760 22.51572 -8.22126
H -9.23695 22.07873 -9.25892
H -7.02401 21.56222 -10.01198
C -5.69864 26.70775 -6.18904
C -5.72466 27.96795 -5.34282
O -6.73476 28.85518 -5.83968
H -4.98022 25.93558 -5.89361
H -5.66000 26.84965 -7.27100
H -6.63243 26.14738 -6.06324
H -4.79057 28.53951 -5.35839
H -6.02589 27.70931 -4.32759
H -6.40496 29.24112 -6.65647
C -11.34916 24.78416 -5.19967
C -12.65247 24.30683 -5.75285
O -12.58416 24.46059 -7.18001
H -11.26717 25.82528 -5.52589
H -10.55696 24.21892 -5.68240
H -11.36214 24.77738 -4.11111
H -13.55143 24.76347 -5.30965
H -12.90384 23.24434 -5.58454
H -13.29862 23.97771 -7.60105
C -2.37399 23.37402 -1.24958
C -3.44720 23.48786 -2.31058
O -3.88690 22.19630 -2.81179
H -2.20042 24.36653 -0.83470
H -1.49862 22.81431 -1.56854
H -2.85352 22.81236 -0.43983
H -3.13193 24.02587 -3.21070
H -4.34171 23.97075 -1.91731
H -3.12851 21.77702 -3.23432
C -7.13384 19.53976 -3.71754
C -7.67269 19.27112 -2.33650
O -6.72063 18.49549 -1.58743
H -6.95706 18.67990 -4.36716
H -6.12481 19.97251 -3.73904
H -7.73575 20.28067 -4.25469
H -8.56513 18.65181 -2.44038
H -7.94528 20.14577 -1.74861
H -6.04151 19.14723 -1.32270
C -4.94193 28.02339 -0.80931
C -4.15359 27.24830 -1.82654
O -2.89788 26.91281 -1.20138
H -5.05685 27.43312 0.09798
H -5.90822 28.33243 -1.21456
H -4.43854 28.95620 -0.54616
H -4.00731 27.79461 -2.76219
H -4.67306 26.30414 -2.04375
H -2.28903 26.70685 -1.91946
C -8.00537 25.15281 -0.38496
C -8.83329 26.18574 -1.14387
O -8.53236 27.49952 -0.67281
H -8.31143 25.08723 0.66277
H -6.96879 25.49508 -0.39276
H -8.04309 24.13455 -0.77324
H -9.89609 25.93958 -1.18602
H -8.51606 26.17358 -2.19365
H -9.30484 27.81137 -0.19116
C -7.95227 23.85549 -4.71261
C -6.65006 23.84430 -3.93156
O -6.83775 22.88089 -2.87855
H -8.69302 24.43960 -4.16267
H -8.32391 22.86072 -4.94676
H -7.91013 24.39573 -5.66580
H -6.46548 24.80426 -3.43436
H -5.83481 23.53936 -4.59551
H -5.94001 22.66330 -2.59619
C -8.95754 26.20797 -8.33364
C -8.78523 27.07904 -9.55875
O -9.42491 28.33326 -9.30733
H -8.50002 25.21969 -8.40110
H -10.02119 25.99616 -8.20132
H -8.58405 26.80346 -7.49784
H -9.33628 26.59838 -10.37242
H -7.73352 27.23619 -9.79926
H -8.82965 29.05302 -9.52156
C -5.46265 21.11182 1.46066
C -5.89145 21.64983 0.12152
O -5.30569 20.80478 -0.90002
H -5.88137 21.67096 2.30726
H -4.38064 21.09739 1.60420
H -5.81530 20.09216 1.62750
H -5.58309 22.68864 0.00103
H -6.96740 21.49790 0.02554
H -4.69585 21.33279 -1.45923

***

Entry 3:
98
Properties=species:S:1:pos:R:3 method="wB97M-V/def2-TZVPD" gap_ha=0.3049 energy_ha=-4735.14434 homo_ev=-8.3
C 33.69800 31.71600 33.48600
C 33.75500 33.06000 34.30600
O 32.56900 33.66000 34.67900
H 32.95600 31.08000 34.05400
H 34.59900 31.28200 33.27300
H 32.95800 32.01600 32.79700
H 34.57200 33.82300 33.82100
H 34.61900 32.51600 35.04500
H 32.30000 33.29100 35.42400
C 30.61700 26.09900 39.12200
C 31.57900 25.08800 39.20700
O 32.94100 25.66000 39.46000
H 30.96100 26.84300 39.87000
H 29.57500 26.04200 39.37700
H 30.50200 26.52200 38.12500
H 31.79100 24.80700 38.24500
H 31.36200 24.04600 39.84100
H 33.49900 25.69400 38.64500
C 31.83600 30.68800 39.08900
S 30.80700 31.71800 37.95600
O 31.71500 32.61700 37.12700
C 30.40100 30.28300 36.94900
H 31.22600 30.03900 39.74200
H 32.33200 31.47600 39.41400
H 32.37800 30.14300 38.43000
H 29.96300 29.35600 37.21300
H 31.26200 29.97700 36.40900
H 29.92900 30.57400 36.13000
C 32.83600 22.39600 33.85800
S 32.17900 21.36400 35.15400
O 33.53100 20.81600 35.69600
C 31.85300 22.63300 36.26000
H 33.57200 22.95700 34.35800
H 31.99600 22.71900 33.27200
H 33.43400 21.69800 33.21900
H 32.82900 23.31200 36.55600
H 31.17100 22.24300 36.97700
H 31.09700 23.34000 35.77600
C 37.35300 30.33500 35.01200
S 38.22500 30.15800 36.60000
O 37.47000 28.92400 37.20900
C 39.80100 29.59100 35.92300
H 37.75800 31.20200 34.37300
H 36.30000 30.75300 35.07000
H 37.17500 29.59300 34.34500
H 40.51400 29.40000 36.71200
H 40.11800 30.37600 35.39200
H 39.68500 28.79300 35.42200
C 30.02300 25.66600 34.66700
S 29.18500 26.79300 33.44900
O 27.85800 27.21300 34.20500
C 30.31000 28.18400 33.57800
H 29.25200 25.00600 34.83000
H 30.17100 26.23200 35.69900
H 30.98800 25.21700 34.25000
H 30.09800 28.84600 34.35700
H 29.98100 28.59800 32.57200
H 31.34800 27.72100 33.63500
C 35.20600 32.02100 38.38700
S 36.27500 33.42300 38.30900
O 37.30200 33.03900 37.19500
C 35.19900 34.68800 37.81600
H 34.68700 31.78700 37.56300
H 34.25400 32.06700 39.02000
H 35.74200 30.97300 38.47800
H 35.69800 35.57900 38.04700
H 34.38500 34.61300 38.53000
H 35.03600 34.69300 36.66900
C 33.82700 28.46800 35.93500
S 34.82000 26.98400 36.12500
O 34.18900 26.25400 37.30000
C 34.08900 26.22400 34.67000
H 34.24000 29.17900 36.39200
H 32.73200 28.38800 36.36000
H 33.83700 28.85000 34.85600
H 32.93500 26.45600 34.68600
H 34.56500 25.30800 34.57800
H 34.64300 26.64300 33.95700
C 38.69800 24.87900 32.95600
S 38.78800 26.53300 33.51400
O 37.42300 27.07100 33.05800
C 38.49600 26.19600 35.13600
H 39.34700 24.19000 33.60700
H 39.10300 24.58800 31.91000
H 37.54300 24.46300 32.94700
H 39.22700 25.54800 35.57900
H 37.43000 25.71700 35.25800
H 38.29600 27.10600 35.68100
C 34.93600 21.91000 38.63900
S 35.36000 23.53100 39.19300
O 36.30900 23.30600 40.29800
C 36.50600 23.87900 37.86600
H 34.42200 21.92500 37.75700
H 34.38900 21.38000 39.28300
H 35.74200 21.23000 38.34700
H 37.07800 24.53800 38.15100
H 35.80200 24.36400 37.03300
H 37.19200 23.03500 37.75200

***

It is found that the maximum force values, taken in the order of the records, are 0.05185 0.04092 0.19045 hartree/bohr.
It is found that the LUMO level values, taken in the order of the records, are 0.3 0.2 0.0 eV.
It is found that the energy relative to the best compared isomer or geometry (same formula, charge and spin) values, taken in the order of the records, are 183.8 202.8 0.0 kJ/mol.